DFT (ωB97M-V/def2-TZVPD) results for one molecule with the formula C5H9N3 at a distorted geometry.

Last column: Löwdin charge in e.
CARTESIAN COORDINATES (ANGSTROEM)
C1 0.722 -0.300 2.753  -0.098
N1 -0.339 0.222 1.718  -0.117
C2 0.036 -0.027 0.423  -0.510
C3 0.137 0.922 -0.584  0.008
C4 0.003 0.221 -1.812  -0.351
N2 0.078 1.060 -2.937  0.102
C5 -0.363 -0.988 -1.460  -0.089
N3 -0.280 -1.197 -0.060  0.073
H1 0.849 -1.377 2.335  0.069
H2 0.335 -0.071 3.876  0.105
H3 1.764 0.227 2.532  0.092
H4 -1.356 0.715 1.871  0.191
H5 0.281 2.036 -0.564  0.126
H6 -0.202 0.506 -3.734  0.084
H7 -0.369 1.867 -3.011  0.019
H8 -0.678 -1.853 -1.970  0.091
H9 -0.619 -1.964 0.625  0.204

Properties
Gap between HOMO and LUMO, eV: 8.53
Energy above the lowest of the compared OMol25 structures with the same formula, charge and spin, eV: 3.794

DFT (ωB97M-V/def2-TZVPD) results for a 2-piece molecular cluster, C5H9N3O overall at a distorted geometry.

Last column: Löwdin charge in e.
CARTESIAN COORDINATES (ANGSTROEM)
H1 2.423 0.859 -1.248  0.052
N1 1.413 0.908 -1.376  0.143
C1 0.810 -0.195 -1.254  -0.491
N2 1.376 -1.396 -0.899  0.132
C2 -0.685 -0.252 -1.432  -0.315
O1 -1.345 0.545 -2.055  0.028
H2 2.379 -1.478 -0.940  0.098
H3 0.861 -2.244 -1.065  0.088
H4 -1.104 -1.235 -1.129  0.123
C3 -0.192 -1.173 2.333  0.020
C4 -0.531 -0.240 1.499  -0.162
N3 -0.836 0.479 0.576  -0.008
C5 -1.081 1.871 0.446  -0.069
H5 0.844 -1.378 2.538  0.052
H6 -0.928 -1.734 2.878  0.050
H7 -1.397 2.338 1.379  0.091
H8 -0.165 2.333 0.074  0.086
H9 -1.842 1.991 -0.327  0.083

Properties
Gap between HOMO and LUMO, eV: 9.59
Energy above the lowest of the compared OMol25 structures with the same formula, charge and spin, eV: 3.197

DFT (ωB97M-V/def2-TZVPD) results for a 4-piece molecular cluster, C5H9N3O3 overall at a distorted geometry.

Last column: Löwdin charge in e.
CARTESIAN COORDINATES (ANGSTROEM)
N1 3.623 1.074 0.382  0.221
C1 2.599 1.645 0.302  -0.121
C2 1.365 2.197 0.197  -0.155
N2 0.297 1.791 0.981  -0.121
O1 -0.841 2.227 0.801  -0.069
H1 4.239 0.549 -0.311  0.085
H2 1.349 3.044 -0.444  0.094
O2 2.500 -2.290 -0.305  0.247
C3 3.434 -2.461 0.292  -0.468
O3 4.428 -2.623 0.855  0.199
C4 -8.390 -0.410 0.887  -0.064
C5 -7.766 -0.704 -0.215  -0.092
H3 -8.197 0.595 1.169  0.050
H4 -8.950 -1.142 1.288  0.011
H5 -7.168 -0.053 -0.792  0.026
H6 -7.636 -1.731 -0.671  0.069
N3 6.192 -0.207 -0.929  0.014
H7 6.431 -0.910 -0.304  -0.022
H8 6.960 0.089 -1.545  0.035
H9 5.532 -0.680 -1.638  0.063

Properties
Gap between HOMO and LUMO, eV: 8.36
Energy above the lowest of the compared OMol25 structures with the same formula, charge and spin, eV: 4.639

DFT (ωB97M-V/def2-TZVPD) results for one molecule with the formula C5H9N3S at a distorted geometry.

Last column: Löwdin charge in e.
CARTESIAN COORDINATES (ANGSTROEM)
N1 -0.192 -0.767 2.636  -0.017
C1 -1.277 -0.076 2.074  -0.346
C2 -1.573 -0.417 0.599  -0.186
C3 -0.454 -0.006 -0.403  -0.553
C4 -0.395 -0.377 -1.707  -0.237
N2 0.696 0.071 -2.455  0.004
C5 1.561 0.747 -1.658  -0.769
N3 2.649 1.320 -2.026  0.024
S1 0.968 0.850 -0.019  1.060
H1 0.534 -0.463 2.065  -0.031
H2 -0.236 -1.815 2.362  0.126
H3 -2.235 -0.322 2.803  0.163
H4 -1.107 0.935 2.006  0.063
H5 -1.953 -1.344 0.463  0.066
H6 -2.391 0.208 0.230  0.110
H7 -1.153 -1.119 -2.384  0.175
H8 3.058 0.997 -3.125  0.229
H9 3.500 1.577 -1.460  0.121

Properties
Gap between HOMO and LUMO, eV: 8.28
Energy above the lowest of the compared OMol25 structures with the same formula, charge and spin, eV: 1.734

DFT (ωB97M-V/def2-TZVPD) results for one molecule with the formula C5H9N3S at a distorted geometry.

Last column: Löwdin charge in e.
CARTESIAN COORDINATES (ANGSTROEM)
N1 0.267 -1.318 -2.804  -0.047
C1 0.530 -2.142 -1.719  -0.394
C2 -0.439 -2.047 -0.556  -0.128
C3 -0.465 -0.557 0.031  -0.403
C4 -1.428 0.397 0.029  -0.331
S1 -0.797 1.822 0.896  1.021
C5 0.614 0.957 1.167  -0.791
N2 1.627 1.456 1.958  0.029
N3 0.709 -0.245 0.648  0.079
H1 -0.145 -0.313 -2.542  0.123
H2 -0.479 -1.753 -3.485  0.114
H3 0.618 -3.161 -2.015  0.100
H4 1.530 -1.901 -1.306  0.109
H5 -0.171 -2.685 0.288  0.101
H6 -1.475 -2.386 -0.887  0.122
H7 -2.354 0.455 -0.472  0.046
H8 2.575 1.174 1.558  0.126
H9 1.552 2.515 2.210  0.125

Properties
Gap between HOMO and LUMO, eV: 8.96
Energy above the lowest of the compared OMol25 structures with the same formula, charge and spin, eV: 0.000

DFT (ωB97M-V/def2-TZVPD) results for a 2-piece molecular cluster, C5H9N4 overall at a distorted geometry.

Last column: Löwdin charge in e.
CARTESIAN COORDINATES (ANGSTROEM)
C1 2.739 -0.928 0.250  0.031
C2 2.011 0.329 0.116  0.053
C3 2.053 -2.020 0.024  -0.118
C4 0.029 -0.834 -0.221  -0.011
C5 -0.111 1.528 -0.041  0.031
N1 0.711 -2.058 -0.110  0.153
N2 0.724 0.262 -0.085  -0.062
N3 -3.012 -0.688 -0.120  -0.005
N4 -2.804 0.422 0.221  -0.041
H1 3.798 -0.940 0.246  0.120
H2 2.465 1.199 0.443  0.130
H3 2.354 -3.093 0.132  0.153
H4 0.444 2.419 -0.490  0.138
H5 -1.088 1.469 -0.375  0.028
H6 -0.258 1.817 0.966  0.095
H7 -0.983 -0.524 -0.303  0.065
H8 -3.887 -1.203 -0.098  0.092
H9 -3.699 1.064 0.553  0.147

Properties
Total charge: +1
Gap between HOMO and LUMO, eV: 8.29
Energy above the lowest of the compared OMol25 structures with the same formula, charge and spin, eV: 4.773

DFT (ωB97M-V/def2-TZVPD) results for an isolated ion of composition C5H9N4O and charge +1 at a distorted geometry.

Last column: Löwdin charge in e.
CARTESIAN COORDINATES (ANGSTROEM)
H1 3.236 -1.272 1.600  0.172
N1 2.641 -0.798 0.859  0.278
N2 1.432 -0.582 0.826  -0.146
O1 0.508 -0.876 1.714  0.095
C1 -0.787 -0.388 1.504  -0.258
C2 -1.473 -0.913 0.164  -0.053
C3 -0.337 -0.867 -0.873  -0.069
C4 0.868 0.110 -0.418  -0.020
C5 0.168 1.352 0.306  -0.390
N3 0.435 2.577 -0.073  0.184
N4 -0.669 0.972 1.143  0.138
H2 -1.292 -0.705 2.393  0.166
H3 -1.647 -1.885 0.441  0.091
H4 -2.254 -0.233 -0.076  0.124
H5 -0.018 -1.932 -1.016  0.140
H6 -0.601 -0.563 -1.843  0.103
H7 1.644 0.305 -1.215  0.174
H8 0.942 2.890 -0.881  0.121
H9 0.080 3.365 0.501  0.152

Properties
Total charge: +1
Gap between HOMO and LUMO (alpha / beta), eV: 8.23 / 8.23
Energy above the lowest of the compared OMol25 structures with the same formula, charge and spin, eV: 5.001

DFT (ωB97M-V/def2-TZVPD) results for a 2-piece molecular cluster, C5H9N4O2 overall at a distorted geometry.

Last column: Löwdin charge in e.
CARTESIAN COORDINATES (ANGSTROEM)
C1 -3.322 1.087 0.062  -0.036
C2 -4.137 0.033 -0.234  -0.033
C3 1.014 -0.937 0.074  -0.417
C4 3.136 -0.139 -0.205  -0.143
C5 2.158 1.082 0.024  -0.116
N1 2.307 -1.286 -0.023  0.137
N2 -2.172 -0.667 0.117  -0.005
N3 0.915 0.384 0.178  0.109
N4 -2.127 0.551 0.286  0.071
O1 0.079 -1.786 0.154  0.162
O2 -3.397 -1.028 -0.259  0.109
H1 -3.627 2.080 0.103  0.112
H2 -5.153 0.047 -0.392  0.128
H3 3.559 0.020 -1.182  0.103
H4 4.103 0.035 0.429  0.159
H5 2.526 1.571 0.945  0.123
H6 2.349 1.781 -0.925  0.167
H7 2.675 -2.181 0.074  0.149
H8 -0.946 -1.438 0.264  0.103
H9 0.060 0.790 0.510  0.119

Properties
Total charge: +1
Gap between HOMO and LUMO, eV: 10.22
Energy above the lowest of the compared OMol25 structures with the same formula, charge and spin, eV: 1.949

| no. | calculated total energy (eV) |
| --- | --- |
| 1 | -9797.6734 |
| 2 | -11846.2109 |
| 3 | -15938.8993 |
| 4 | -20634.0578 |
| 5 | -20635.7921 |
| 6 | -11280.7084 |
| 7 | -13327.7911 |
| 8 | -15377.8808 |